# C3LiO3Yb

A structure of composition C3LiO3Yb at a distorted geometry (the ωB97M-V functional and the def2-TZVPD basis, the Open Molecules 2025 dataset).

Values from the calculation:
HOMO level = -21.26 eV
Total energy = -40953.6143 eV
Charge = +3
Gap between HOMO and LUMO = 7.94 eV

Geometry (Å):
C1 1.009 -0.138 0.091
C2 1.531 -0.593 1.240
O1 2.167 -0.939 2.119
O2 -0.878 -0.854 -1.116
C3 -0.035 -0.033 -0.805
O3 -0.010 1.072 -0.107
Yb1 -3.059 -1.349 -2.017
Li1 -0.726 2.833 0.595

These are the Mulliken partial charges, in e, on atoms 1 to 4: -0.25, 0.61, -0.03, -0.55

# C3LiO4

A structure of composition C3LiO4 at a distorted geometry (the ωB97M-V functional and the def2-TZVPD basis, the Open Molecules 2025 dataset).

Values from the calculation:
HOMO level (alpha / beta) = -0.90 / -0.91 eV
Total energy = -11502.3919 eV
Charge = -1
Gap between HOMO and LUMO (alpha / beta) = 2.90 / 2.90 eV

Geometry (Å):
C1 -3.017 -0.337 -0.588
C2 -2.308 0.227 0.360
O1 -1.958 -1.386 0.209
O2 -1.649 1.354 0.483
O3 1.879 0.095 -0.165
C3 3.032 -0.021 -0.250
O4 4.176 -0.157 -0.289
Li1 -0.155 0.225 0.241

These are the Mulliken partial charges, in e, on atoms 1 to 4: -0.93, 0.52, -0.62, -0.86

# C3NO5

A structure of composition C3NO5 at a distorted geometry (the ωB97M-V functional and the def2-TZVPD basis, the Open Molecules 2025 dataset).

Values from the calculation:
HOMO level = -5.37 eV
Total energy = -14833.6950 eV
Charge = -1
Gap between HOMO and LUMO = 9.38 eV

Geometry (Å):
C1 -0.680 -0.607 -0.544
C2 -1.767 0.333 0.171
C3 1.067 0.170 0.005
N1 2.373 0.035 -0.437
O1 -2.608 0.860 -0.520
O2 -0.466 -1.746 -0.851
O3 -1.648 0.170 1.385
O4 1.865 1.326 -0.091
O5 1.864 -0.540 0.883

These are the Mulliken partial charges, in e, on atoms 1 to 4: 0.61, 0.56, 0.60, -0.35